This record from the Open Molecules 2025 dataset describes a structure of composition C44H66O22 at a distorted geometry. The level of theory is ωB97M-V with the def2-TZVPD basis set.

Each line ends with the Mulliken charge.
Geometry (Å):
1 O -0.018 -2.834 0.250  -0.0584
2 O -2.748 -2.389 -4.296  -0.4815
3 O 6.298 0.842 -3.100  -0.6033
4 O 0.709 -5.316 -1.853  -0.4687
5 O -2.097 3.085 1.781  -0.2571
6 O 0.014 5.754 -2.317  -0.6894
7 O -0.049 -1.360 1.867  -1.0869
8 O 0.735 -3.160 -1.867  0.0014
9 O 0.034 3.511 -2.532  -0.3560
10 O -1.635 0.725 -2.928  -0.1969
11 O 0.354 -0.238 -1.000  0.9681
12 O -2.198 5.064 2.611  -0.6391
13 O 1.509 3.723 1.939  -0.5737
14 O -0.803 2.249 3.803  -0.1993
15 O -3.079 -2.619 4.347  -0.3925
16 O -2.188 3.279 5.232  -0.7085
17 O 5.375 0.405 -1.099  -0.4660
18 O -2.788 -4.298 -2.923  -0.5294
19 O 3.485 4.624 1.420  -0.4863
20 O -3.673 -0.235 -2.955  -0.6724
21 O -2.901 -0.328 4.711  -0.6037
22 O 2.169 0.746 0.122  0.0663
23 C -2.432 -3.212 -0.898  0.2416
24 C -2.562 -0.108 -3.481  0.4383
25 C 0.280 -2.606 -4.100  -0.5880
26 C 3.728 -1.208 -1.592  0.1908
27 C 2.696 3.562 1.622  0.3149
28 C -2.144 -2.780 2.252  0.8371
29 C 0.695 -3.566 2.230  -0.1004
30 C 1.415 4.383 -0.774  -0.9710
31 C 5.468 0.266 -2.448  0.3894
32 C -3.769 3.339 3.337  -0.7228
33 C -0.525 1.008 -3.622  0.4733
34 C 0.348 2.353 -1.650  1.3640
35 C -1.292 0.160 0.623  -2.0507
36 C -0.645 0.155 -4.850  -1.3302
37 C 0.129 -4.715 1.449  -1.7549
38 C -2.611 3.952 2.599  0.0254
39 C -2.800 -3.624 3.395  -0.6209
40 C -0.954 -0.277 -0.849  -0.6906
41 C -2.285 -4.568 -1.603  -1.1847
42 C 4.762 4.253 1.150  -0.9240
43 C 1.021 0.333 0.126  -0.8010
44 C 4.588 2.874 0.589  -0.4631
45 C -2.646 -1.313 4.049  0.0682
46 C 0.479 -2.076 -2.729  -0.0197
47 C 4.390 -0.824 -2.920  -0.8953
48 C -2.723 -2.915 -3.169  0.3765
49 C -1.221 3.261 4.460  0.1629
50 C -3.782 1.881 2.968  -0.4419
51 C 0.547 -4.362 -2.488  0.1468
52 C 0.229 -4.234 -3.914  -1.0386
53 C 4.078 -0.124 -0.605  0.5833
54 C -2.697 1.735 1.932  0.3307
55 C 3.471 2.346 1.476  0.1608
56 C 1.567 2.817 -0.898  2.0163
57 C 0.439 4.645 -1.963  0.3430
58 C -1.799 -1.353 2.845  0.3174
59 C -2.987 -2.206 -1.887  -0.2887
60 C 0.842 3.750 3.890  -0.7637
61 C -1.952 -0.693 -4.789  0.0299
62 C 0.375 2.526 3.119  0.7311
63 C 0.010 0.578 1.327  1.4828
64 C 0.255 -2.434 1.377  -1.1924
65 C 0.066 -4.215 0.039  0.6595
66 C -0.384 4.497 4.133  -0.4326
67 H 5.150 4.880 0.347  0.4243
68 H -2.262 -1.399 -1.778  -0.4413
69 H -1.490 -2.845 -0.492  -0.3662
70 H 0.210 2.577 2.043  0.4200
71 H 0.185 1.550 1.788  -1.0656
72 H -1.976 0.949 2.158  -1.5055
73 H -3.485 1.189 3.755  -0.0062
74 H 2.398 4.831 -0.920  0.5216
75 H 5.451 2.254 0.832  0.5510
76 H -1.455 -1.213 -1.097  -1.4914
77 H -3.964 -1.751 -1.725  0.8795
78 H -3.074 -3.293 -0.021  1.0779
79 H -1.476 -0.810 1.085  0.8606
80 H 4.466 2.992 -0.487  0.1663
81 H -1.313 -3.243 1.721  0.2739
82 H 0.397 -3.422 3.268  0.2832
83 H -1.303 -5.039 -1.654  1.0030
84 H -0.822 -4.521 -3.947  0.4783
85 H -0.527 5.171 4.977  0.4387
86 H 0.489 -0.126 2.008  0.5327
87 H 2.869 1.552 1.034  -0.1701
88 H -0.856 -5.042 1.781  0.3744
89 H 1.669 4.204 3.343  0.1826
90 H -0.782 -1.198 3.203  0.5230
91 H -1.718 -1.758 -4.763  0.7034
92 H -3.058 1.326 0.988  1.1303
93 H -0.670 2.050 -3.907  1.3320
94 H 3.734 -0.500 -3.728  0.3377
95 H 4.067 -2.216 -1.352  0.6091
96 H 0.390 0.918 -3.036  -0.3694
97 H 0.999 -4.406 -0.490  1.2754
98 H -0.906 4.928 3.279  0.0499
99 H -2.207 -4.492 3.681  0.3063
100 H -3.680 -4.073 2.935  0.2638
101 H 0.394 1.365 -2.110  -1.2562
102 H 3.801 2.094 2.483  0.6223
103 H 1.774 -3.413 2.185  0.5614
104 H -2.909 -2.482 1.535  -0.3804
105 H 1.017 -2.383 -4.871  0.5870
106 H 0.793 -5.576 1.524  0.5088
107 H -0.885 -4.514 -0.402  -1.3066
108 H -0.397 2.252 -0.861  -0.4669
109 H -2.212 0.740 0.696  0.3554
110 H 1.322 3.432 4.816  0.5493
111 H 4.996 -1.622 -3.350  0.3619
112 H -2.213 -0.466 2.365  0.6303
113 H -0.578 0.799 -5.726  0.3359
114 H 3.274 0.611 -0.601  -0.6302
115 H 0.902 4.533 0.176  0.1038
116 H 4.207 -0.694 0.315  0.1817
117 H 1.183 1.821 3.317  0.5662
118 H -1.456 0.500 -1.424  1.2308
119 H 1.382 -1.475 -2.619  0.2432
120 H -4.732 1.478 2.618  0.5837
121 H -4.686 3.917 3.228  0.4028
122 H -2.967 -5.224 -1.062  0.6279
123 H -0.325 -1.543 -2.220  1.5957
124 H 5.340 4.347 2.069  0.3509
125 H 2.537 2.540 -1.311  0.1320
126 H -3.416 3.421 4.365  0.3380
127 H 2.643 -1.274 -1.677  -0.5736
128 H -2.639 -0.533 -5.621  0.7678
129 H -0.763 -2.352 -4.291  -0.9588
130 H 0.234 -0.471 -5.001  0.1942
131 H 1.713 2.391 0.095  -2.1638
132 H 1.044 -4.735 -4.436  0.3473

## Properties
Energy   -91708.3088 eV
Max |F|   11.48 eV/A
Net charge   0
Energy relative to the best compared isomer or geometry (same formula, charge and spin)   3645.4 kJ/mol
Lowest unoccupied orbital energy   -0.3 eV

This record from the Open Molecules 2025 dataset describes a structure of composition C44H68FN9O2S at a distorted geometry. The level of theory is ωB97M-V with the def2-TZVPD basis set.

Each line ends with the Mulliken charge.
Geometry (Å):
1 S 4.005 -0.697 3.549  0.0904
2 F 6.058 2.584 -0.957  -0.5239
3 O 3.298 3.380 1.627  -0.2739
4 O 2.524 3.043 0.483  -0.2866
5 N 2.865 2.298 8.132  -0.3679
6 N 2.952 -6.676 2.204  -0.4340
7 N -12.263 0.976 1.922  -0.4655
8 N 10.709 -6.324 1.112  -0.4514
9 N -10.584 2.282 5.693  -0.4356
10 N 4.054 0.854 2.981  -0.6559
11 N 4.835 -1.457 2.401  -0.5034
12 N 5.733 -7.616 -1.054  -0.4101
13 N 10.439 -1.432 -2.143  -0.4263
14 C 4.367 2.439 6.002  -0.2375
15 C 6.217 -0.723 -2.979  -0.5158
16 C -6.000 2.294 0.244  -0.6428
17 C -11.702 0.435 2.765  0.4361
18 C 4.833 -4.219 0.682  0.9792
19 C 5.756 1.545 -0.164  -0.2100
20 C -11.072 3.195 5.198  0.3912
21 C 0.244 3.906 -3.429  -0.9161
22 C -2.156 3.867 -2.438  -0.6763
23 C -10.590 -1.155 -1.805  -0.4621
24 C 6.450 -2.216 -0.034  -0.2561
25 C 2.668 3.000 -3.479  -0.2701
26 C -10.235 0.294 -1.442  -0.6115
27 C -3.929 3.642 -0.532  -1.0206
28 C 2.109 -5.902 2.283  0.3867
29 C -9.418 0.399 -0.145  0.0275
30 C 5.789 -8.688 -0.650  0.4424
31 C 3.525 2.360 7.196  0.2148
32 C 10.470 -1.986 -1.139  0.3611
33 C 6.208 0.225 -0.569  -0.4826
34 C 1.047 -4.903 2.387  -0.6727
35 C -11.824 -1.257 -2.710  -1.3205
36 C 10.510 -2.683 0.146  -0.4766
37 C 5.945 -0.819 0.275  0.9639
38 C 5.861 -10.052 -0.127  -0.8198
39 C 8.119 -6.260 0.779  -0.0812
40 C -0.644 4.108 -2.181  -0.6057
41 C 6.942 0.100 -1.894  -1.5399
42 C 9.569 -6.309 0.974  0.2376
43 C -6.989 1.238 -0.314  -0.5811
44 C 1.165 2.650 -3.369  -0.6715
45 C 4.666 3.255 1.316  -1.2656
46 C 4.851 -0.171 -3.508  -1.1424
47 C 3.509 1.906 -4.193  -1.0081
48 C -11.000 -0.247 3.851  -0.9707
49 C -5.377 3.182 -0.854  -0.8115
50 C 5.197 -0.566 1.477  1.2840
51 C -11.698 4.355 4.567  -0.7878
52 C 4.529 1.290 -3.186  -0.0047
53 C 5.072 1.829 0.969  0.9639
54 C -8.466 1.620 -0.097  -0.8125
55 C 4.732 0.756 1.858  0.5425
56 C 5.503 -3.313 0.272  -1.7556
57 C -2.846 2.944 -1.391  -0.7683
58 H 2.995 3.380 -0.297  0.2965
59 H 5.406 1.930 -3.190  0.1590
60 H 2.823 1.098 -4.450  0.4898
61 H -2.313 3.422 -3.424  0.3430
62 H 1.480 -3.904 2.362  0.1867
63 H -6.511 2.889 1.001  0.3653
64 H -5.446 2.683 -1.821  0.4782
65 H -0.423 3.796 -4.287  0.3937
66 H -0.328 3.504 -1.329  0.3352
67 H 0.944 2.156 -2.421  0.3563
68 H -10.119 0.421 0.695  -0.6244
69 H 7.615 -6.296 1.743  0.3349
70 H 9.554 -2.567 0.653  0.0947
71 H -8.818 -0.510 -0.020  0.5141
72 H 4.015 1.310 -2.223  0.2592
73 H -11.044 -1.325 3.704  0.3458
74 H 7.211 1.084 -2.268  0.5226
75 H 5.786 -10.765 -0.946  0.2853
76 H 0.505 -5.037 3.321  0.2964
77 H -12.721 -0.847 -2.245  0.3563
78 H -0.562 5.149 -1.853  0.3171
79 H -11.501 5.247 5.158  0.3269
80 H 6.052 -1.756 -2.681  0.2827
81 H 6.809 -10.200 0.389  0.2886
82 H -11.658 -0.756 -3.667  0.3157
83 H -11.463 0.007 4.800  0.3661
84 H -9.960 0.070 3.872  0.2879
85 H 4.059 -0.847 -3.180  0.4324
86 H -6.825 1.089 -1.383  0.1981
87 H 7.893 -0.405 -1.689  0.2141
88 H 4.897 3.945 0.496  0.4513
89 H 4.354 -5.076 1.104  0.4492
90 H 0.356 -5.013 1.553  0.2678
91 H 2.759 3.959 -3.993  0.7117
92 H 10.702 -3.745 -0.002  0.1209
93 H 4.305 1.508 5.443  -0.1086
94 H -3.752 3.371 0.513  0.4280
95 H -8.583 2.083 0.887  0.4379
96 H -12.773 4.200 4.498  0.2604
97 H -9.751 -1.631 -2.321  0.3031
98 H -9.661 0.705 -2.277  0.3783
99 H 4.016 2.328 -5.057  0.2770
100 H -2.087 2.541 -0.719  0.3850
101 H 0.820 4.812 -3.627  0.4738
102 H 5.044 -10.220 0.571  0.2716
103 H 0.878 1.992 -4.190  0.4027
104 H -5.994 4.085 -0.924  0.2493
105 H 7.795 -7.101 0.176  -0.0240
106 H 3.027 3.170 -2.461  -0.3501
107 H -5.193 1.738 0.732  0.4183
108 H -11.163 0.858 -1.318  0.3781
109 H -3.335 2.123 -1.919  0.3592
110 H -3.877 4.731 -0.578  0.5290
111 H 4.872 -0.255 -4.600  0.3349
112 H -10.787 -1.754 -0.911  0.3383
113 H 7.364 -2.368 0.550  -0.1075
114 H 4.030 3.253 5.364  0.2016
115 H 5.255 3.597 2.168  0.3743
116 H -11.294 4.492 3.566  0.2508
117 H -8.811 2.360 -0.826  0.3263
118 H 11.294 -2.265 0.772  0.3228
119 H -6.847 0.285 0.199  0.4154
120 H 7.844 -5.337 0.271  -0.0596
121 H 6.732 -2.331 -1.076  0.4350
122 H -12.014 -2.307 -2.951  0.3709
123 H -2.703 4.812 -2.453  0.3476
124 H 6.896 -0.764 -3.834  0.5589
125 H 5.401 2.614 6.292  0.3130

## Properties
Energy   -77781.8340 eV
Max |F|   2.00 eV/A
Net charge   0
Lowest unoccupied orbital energy   -0.9 eV

This record from the Open Molecules 2025 dataset describes a cluster of 10 separate species, C44H68N4O12 in total at a distorted geometry. The level of theory is ωB97M-V with the def2-TZVPD basis set.

Each line ends with the Mulliken charge.
Geometry (Å):
1 O -1.814 -2.494 -7.461  -0.6072
2 O 0.062 -3.643 -7.543  -0.2803
3 O 3.191 0.004 3.970  -0.4935
4 O -2.161 6.430 0.738  -0.3507
5 O 4.679 1.522 3.406  -0.3276
6 O 0.953 -2.892 2.883  -0.4554
7 O -0.228 -5.136 -1.416  -0.3418
8 O -0.699 -1.940 3.878  0.0666
9 O -0.042 -3.914 -3.332  -0.5671
10 O -2.876 -3.598 -1.759  -0.5190
11 O -1.297 4.499 1.403  -0.4733
12 O -4.400 -3.899 -0.186  -0.3258
13 N -0.205 2.709 -4.278  -0.0498
14 N 3.786 2.542 -1.108  -0.6407
15 N 0.239 0.191 -1.472  0.5108
16 N 0.971 4.775 4.961  -0.4008
17 C -1.568 -1.759 4.999  -0.2245
18 C 1.988 5.018 5.818  -0.5648
19 C -1.814 5.135 0.557  0.7262
20 C 0.578 2.701 6.106  -0.2154
21 C 2.624 2.806 -1.690  -0.7844
22 C -0.843 1.493 -4.497  0.1786
23 C 1.522 3.232 -0.946  0.4299
24 C -6.004 -5.755 -0.108  -1.2307
25 C 1.124 -2.926 5.237  -1.5329
26 C -2.757 -2.207 0.099  -0.2985
27 C 0.308 3.672 5.096  -0.3485
28 C -5.029 -4.950 -0.960  0.0072
29 C -0.722 -2.735 -7.031  0.6633
30 C 4.103 2.465 4.331  0.1438
31 C 1.620 3.477 0.409  -0.2791
32 C 0.032 -1.919 -6.000  -0.4282
33 C 4.155 0.294 3.307  0.8449
34 C 0.985 -0.123 1.165  0.0890
35 C 4.869 3.740 4.368  -1.1771
36 C -2.827 -1.184 4.409  -1.0782
37 C -0.448 -4.893 -2.720  0.8789
38 C -0.381 0.847 -0.528  -0.6845
39 C -1.812 7.042 1.970  -0.1279
40 C 0.528 -2.535 3.938  0.7957
41 C 2.206 4.224 6.904  -0.2491
42 C -0.498 -4.577 -8.451  -0.3681
43 C -2.080 4.675 -0.868  -0.8838
44 C -0.691 3.202 -6.623  -0.4540
45 C 2.818 3.198 0.997  -0.3738
46 C 4.769 -0.534 2.215  -1.0571
47 C 3.895 2.781 0.181  -0.6447
48 C 1.635 -0.851 0.132  -0.5078
49 C 1.273 -0.552 -1.146  -1.2541
50 C 1.266 -5.169 0.414  -1.3290
51 C -1.466 1.123 -5.672  -0.9624
52 C -1.319 -5.918 -3.393  -0.7843
53 C -2.804 8.148 2.308  -1.2051
54 C 0.628 -4.306 -0.659  0.4331
55 C -1.314 1.944 -6.842  -0.2811
56 C -3.333 -3.278 -0.701  0.4581
57 C -0.165 3.484 -5.376  -0.2807
58 C 1.518 3.023 7.091  -0.4970
59 C 0.368 -5.792 -8.446  -1.0241
60 C 0.047 0.781 0.801  -0.3318
61 H -2.804 8.936 1.548  0.3148
62 H 4.017 2.002 5.302  0.5457
63 H -6.506 -6.565 -0.701  0.3578
64 H -2.166 3.569 -0.891  0.1349
65 H 0.934 -2.085 5.942  0.3621
66 H 0.275 -6.160 -7.468  0.2586
67 H -1.060 -1.170 5.696  0.2570
68 H -2.583 8.654 3.282  0.3519
69 H 2.576 2.704 -2.753  0.5276
70 H 2.932 4.468 7.635  0.3975
71 H 4.597 0.042 1.293  0.2167
72 H -2.955 5.072 -1.377  0.4369
73 H 0.188 1.736 6.089  0.5192
74 H 5.906 3.525 4.528  0.4359
75 H 0.711 -2.486 -5.395  0.2628
76 H -2.113 -2.498 0.960  0.0409
77 H -3.137 -1.790 3.508  0.1314
78 H -1.276 1.467 -0.747  -0.0170
79 H 4.885 2.480 0.508  0.5641
80 H -2.624 -0.210 4.026  0.2666
81 H 4.498 4.376 5.199  0.2639
82 H -1.692 -2.753 5.550  0.2604
83 H -0.696 -1.469 -5.310  -0.0845
84 H 2.456 -1.517 0.414  0.4307
85 H 1.800 -0.993 -1.977  0.3901
86 H 1.253 -0.296 2.179  0.8343
87 H -0.468 3.507 4.328  0.3733
88 H -6.744 -5.068 0.280  0.3178
89 H -4.241 -5.592 -1.322  0.0757
90 H 3.040 2.744 4.058  -0.1548
91 H 0.514 -1.050 -6.517  0.3204
92 H -1.892 0.128 -5.803  0.6242
93 H -2.294 -5.855 -2.933  -0.0115
94 H -1.943 6.347 2.788  0.2200
95 H 0.598 3.254 -1.503  0.3645
96 H -0.612 3.893 -7.488  0.3247
97 H 1.917 -6.000 0.042  0.3118
98 H 1.815 2.264 7.751  0.4658
99 H 1.815 -4.452 1.050  0.2845
100 H -0.917 0.683 -3.735  0.1979
101 H -3.535 -1.577 0.520  0.4461
102 H 2.624 5.844 5.692  0.5200
103 H -2.142 -1.650 -0.550  0.0264
104 H 1.398 -3.929 -1.326  0.3037
105 H 4.668 4.350 3.415  0.2185
106 H -0.588 -4.183 -9.427  0.3726
107 H -1.508 -4.741 -8.081  0.3422
108 H -0.914 -6.850 -3.166  0.3868
109 H -3.706 -1.116 5.056  0.4233
110 H 5.844 -0.612 2.372  0.3872
111 H 0.344 4.471 -5.256  0.3004
112 H -1.321 -5.712 -4.455  0.1928
113 H -0.129 -6.533 -9.154  0.3359
114 H -0.822 7.391 1.933  0.3404
115 H 0.552 -3.717 5.638  0.4706
116 H 4.296 -1.497 2.103  0.2784
117 H 0.151 -3.433 -0.199  -0.0997
118 H -0.447 1.444 1.537  0.4052
119 H -5.565 -4.511 -1.836  0.3094
120 H 1.450 -5.564 -8.707  0.2669
121 H 0.496 -5.618 1.002  0.3575
122 H -1.226 4.945 -1.468  0.2641
123 H 3.021 3.375 2.054  0.1568
124 H -3.857 7.721 2.218  0.2744
125 H -5.435 -6.194 0.746  0.2930
126 H -1.826 1.693 -7.788  0.4012
127 H 0.821 3.844 1.065  0.6216
128 H 2.206 -3.181 5.146  0.2992

## Properties
Energy   -77259.9976 eV
Max |F|   3.10 eV/A
Net charge   0
SMILES   CCOC(C)=O.CCOC(C)=O.CCOC(C)=O.CCOC(C)=O.CCOC(C)=O.CCOC(C)=O.c1ccncc1.c1ccncc1.c1ccncc1.c1ccncc1
Lowest unoccupied orbital energy   0.4 eV